14
Properties=species:S:1:pos:R:3:lowdin_charge:R:1 method="wB97M-V/def2-TZVPD" total_charge=0 homo_lumo_gap_ev=10.8 total_energy_ev=-8371.6593 largest_force_ha_per_bohr=0.0228 smiles="COCCC=O"
C 2.06 -0.74 -0.10 -0.1088
C 0.16 0.56 0.40 -0.2741
C -1.21 0.85 -0.15 -0.1335
C -2.06 -0.40 -0.30 -0.2635
H 2.61 -1.15 -0.95 0.0839
H 1.81 -1.56 0.61 0.0962
H 2.72 -0.03 0.48 0.0971
H 0.04 -0.05 1.31 0.1256
H 0.66 1.49 0.70 0.1225
H -1.14 1.31 -1.15 0.1219
H -1.77 1.57 0.51 0.1352
H -2.98 -0.28 -0.94 0.1246
O 0.90 -0.10 -0.58 -0.1869
O -1.80 -1.47 0.18 0.0599

14
Properties=species:S:1:pos:R:3:lowdin_charge:R:1 method="wB97M-V/def2-TZVPD" total_charge=0 homo_lumo_gap_ev=11.1 total_energy_ev=-8371.2841 largest_force_ha_per_bohr=0.0071 smiles=C[C@H]1O[C@H]1CO
C -0.58 0.59 1.49 -0.0341
C 0.75 0.23 0.87 -0.2955
O 0.90 -1.11 0.40 -0.0308
C 0.90 -0.05 -0.56 -0.2203
C -0.30 -0.08 -1.52 -0.2162
O -0.87 -1.36 -1.55 -0.0531
H -1.40 0.08 0.98 0.0833
H -0.75 1.67 1.44 0.0883
H -0.60 0.29 2.54 0.0833
H 1.63 0.59 1.40 0.1413
H 1.88 0.10 -1.02 0.1442
H 0.04 0.19 -2.52 0.1191
H -1.04 0.67 -1.21 0.1138
H -0.56 -1.80 -0.75 0.0769

14
Properties=species:S:1:pos:R:3:lowdin_charge:R:1 method="wB97M-V/def2-TZVPD" total_charge=0 homo_lumo_gap_ev=10.8 total_energy_ev=-8371.6071 largest_force_ha_per_bohr=0.0181 smiles=O[C@H]1C[C@@H](O)C1
C -1.06 0.05 0.36 -0.3904
C 0.01 1.11 0.07 -0.0624
C 1.07 -0.01 0.37 -0.3790
C -0.01 -1.08 0.12 -0.0622
H -2.79 -0.65 -0.20 0.0916
H -1.38 0.08 1.41 0.1443
H -0.01 1.99 0.73 0.1063
H 0.03 1.41 -0.99 0.1304
H 1.36 0.01 1.42 0.1425
H 2.79 0.61 -0.23 0.0949
H -0.04 -1.33 -0.94 0.1187
H -0.03 -2.00 0.76 0.1178
O -2.20 0.06 -0.47 -0.0239
O 2.20 -0.13 -0.46 -0.0287

14
Properties=species:S:1:pos:R:3:lowdin_charge:R:1 method="wB97M-V/def2-TZVPD" total_charge=0 homo_lumo_gap_ev=10.4 total_energy_ev=-8371.4283 largest_force_ha_per_bohr=0.0664 smiles="C=CC.O=CO"
C -1.31 0.98 1.58 -0.1141
C -1.82 0.51 0.20 -0.1993
C -1.07 -0.18 -0.68 -0.0248
H -0.72 0.24 2.13 0.0737
H -0.66 1.82 1.44 0.0564
H -1.94 1.25 2.39 0.0484
H -2.80 0.92 -0.06 0.0848
H -1.43 -0.37 -1.72 0.0671
H -0.16 -0.74 -0.49 0.0184
O 3.41 -0.51 -1.74 0.0443
C 2.37 -0.47 -1.08 -0.3775
O 1.94 -1.48 -0.33 0.0497
H 1.66 0.31 -1.11 0.1133
H 2.52 -2.27 -0.53 0.1596